No. 1
65
Properties=species:S:1:pos:R:3:forces:R:3 method="wB97M-V/def2-TZVPD" fmax_ha_per_bohr=0.1211 lumo_energy_ev="-3.594 / -3.593" e_homo_ev="-11.1 / -11.1" charge=+1 e_tot_ev=-45189.4823 spin_multiplicity=1 homo_lumo_gap_ev="7.54 / 7.54"
H -2.45366 4.36374 -1.99780 -0.095 -0.004 -0.014
C 4.39864 1.48654 0.73250 0.192 0.477 -0.129
H -1.54976 -3.88976 -0.72290 0.038 -0.015 -0.004
N 2.28524 -1.98906 0.42000 -0.691 1.326 0.517
C -2.87226 3.38194 -1.74170 -0.065 -0.093 -0.299
C -3.32216 -4.43246 0.39140 0.296 -0.162 -0.050
H -0.89466 3.13424 -3.61210 0.037 -0.072 -0.110
H 1.07534 0.76684 -1.37230 -0.279 0.180 -0.671
C 4.23884 -3.32806 0.69720 -0.152 0.083 -0.106
C -2.69316 -2.83416 2.18160 -0.016 -0.619 0.581
H -3.90256 3.53174 -1.41160 0.061 0.023 -0.022
H -3.68316 -1.77456 -0.16060 0.071 0.097 0.001
N -0.09236 -0.66756 1.63000 -1.428 -0.155 -0.369
H -3.04316 -3.66006 -1.61800 -0.039 0.041 -0.052
O 5.62574 -0.93446 0.16850 -0.323 -0.142 0.177
C -2.59036 -3.56836 -0.63170 -0.240 0.127 0.027
H -3.57476 3.03824 0.84420 -0.034 0.004 0.014
H -2.07496 -1.46656 -0.85730 -0.045 0.086 0.091
C -2.82006 2.45354 -2.94590 0.218 0.220 0.079
N -2.09396 -1.99096 1.16050 -0.614 -0.257 -0.089
C 4.44924 -0.84926 0.42850 0.057 -0.590 -0.155
C -2.64096 -2.10916 -0.18190 -0.030 -0.257 -0.712
H 1.01364 5.51774 1.37110 -0.138 0.060 0.084
H -3.73806 -2.53466 2.31040 0.070 0.075 0.045
C -2.63736 -4.29816 1.74760 -0.293 0.214 0.002
C 3.92594 3.95244 0.72780 -0.187 -0.177 0.104
H 0.35394 3.14184 1.72920 -0.011 -0.027 -0.103
C 0.59514 1.02594 -2.33570 0.277 -0.080 0.428
H 4.96254 4.10124 0.47810 0.154 -0.067 -0.038
C 1.35354 3.40654 1.42320 -0.419 0.475 0.191
H 3.93094 -5.44646 0.87700 0.055 -0.070 0.022
N 3.72674 0.29624 0.62900 -2.009 0.561 -0.135
C -2.51286 3.22394 0.68280 0.175 -0.054 0.145
H -2.32676 4.29524 0.80290 -0.022 0.003 0.044
H 0.48884 -2.97056 0.29480 -0.019 -0.004 0.092
H -2.16156 -2.68186 3.12170 -0.085 0.096 -0.055
C 2.09604 -4.35936 0.60710 0.066 0.148 -0.148
H 5.31594 -3.35006 0.76590 0.042 0.079 -0.001
H -3.13166 -4.91246 2.49770 -0.028 -0.022 0.075
C 3.04034 5.00534 0.87780 -0.070 -0.199 0.004
N -0.65966 1.70704 -2.09330 -0.012 -0.103 -0.139
C 3.45894 2.65614 0.89840 0.564 0.176 0.001
C 3.60634 -2.09866 0.53730 0.500 -0.188 -0.124
C -1.03506 -1.30296 1.38980 1.130 1.056 0.683
H -1.59876 -4.62786 1.68350 0.076 -0.007 0.013
H -4.35656 -4.09136 0.47770 -0.087 -0.050 -0.029
O 5.59444 1.65164 0.70970 -0.311 0.230 0.044
C 3.47204 -4.47886 0.74590 -0.080 0.261 0.014
N 2.19684 2.40124 1.23450 -1.119 -1.499 -0.348
H 1.45714 -5.22956 0.60630 -0.069 -0.002 0.010
H 0.42944 0.10834 -2.90240 0.003 -0.020 -0.050
O -0.43126 1.56674 0.16200 -0.396 0.342 -0.360
C -1.35606 2.20034 -3.26900 -0.250 0.072 -0.023
H 1.26924 1.67324 -2.90270 0.032 -0.043 -0.013
C 1.55254 -3.09816 0.43920 -0.373 -0.220 -0.069
Pt 1.58984 0.25344 0.86150 6.072 -1.246 0.616
H 3.36224 6.02344 0.72690 0.056 0.101 -0.021
C -1.03886 2.01094 -0.82660 0.077 -0.221 0.429
H -3.31426 2.91214 -3.80170 -0.021 -0.029 0.014
H -1.25186 1.45524 -4.06260 0.017 0.084 0.052
C 1.73034 4.72594 1.23560 0.158 -0.162 0.066
H -3.32856 1.51694 -2.70690 0.011 -0.001 -0.040
H -1.93546 2.67094 1.42080 -0.104 0.059 -0.060
H -3.34686 -5.47236 0.07170 -0.009 -0.048 -0.024
N -2.13256 2.79044 -0.64450 -0.344 0.150 -0.106



No. 2
62
Properties=species:S:1:pos:R:3:forces:R:3 method="wB97M-V/def2-TZVPD" fmax_ha_per_bohr=0.1058 lumo_energy_ev="4.078 / 4.078" e_homo_ev="2.1 / 2.1" s2=0.755 charge=-2 e_tot_ev=-125561.4759 spin_multiplicity=2 homo_lumo_gap_ev="1.98 / 1.98"
N -0.27156 1.63354 3.37028 0.450 3.343 3.459
C -0.31879 2.32034 -0.54625 -0.778 -1.354 0.068
C -0.21666 1.40809 -2.88542 -0.147 -0.276 0.031
H 1.42031 2.62381 0.60437 0.326 -0.055 0.043
H -0.96392 -3.65718 -5.27325 -0.043 0.003 -0.078
O -0.45986 -1.99188 -4.27070 0.008 -0.357 -0.298
H 2.42752 1.39443 3.63584 -0.450 -0.276 -0.113
C 1.76433 -0.05724 -3.62658 1.038 0.946 2.267
O -0.88029 -0.03782 -5.26379 0.384 -0.682 0.754
C 0.32350 -0.00661 -3.14252 0.304 -1.058 -1.213
H 2.41658 0.18809 1.21635 -0.481 -0.031 0.318
C -0.99542 -2.58522 -5.45694 0.086 -0.011 0.332
H -0.82576 -0.28062 6.19181 -0.122 -0.008 -0.459
C -2.32958 0.31123 4.63108 -0.597 -0.826 -0.108
H 3.76313 0.39121 -5.30050 -0.150 -0.208 0.015
C -0.40119 -0.65563 -4.32557 -1.319 1.113 -0.480
H -2.01838 -2.24362 -5.62022 0.072 -0.051 -0.059
H -0.83252 2.98467 1.44221 -0.223 0.119 -0.007
C 1.39871 -1.80393 3.74212 0.914 0.334 -0.631
C -1.54030 -0.91364 0.13339 0.386 0.482 0.630
Se 0.15100 3.33723 5.72890 0.243 0.934 1.187
O -0.76354 -0.90229 1.32486 -0.946 -0.075 -3.845
C -2.23206 -1.67936 3.46001 -0.514 0.071 1.274
H -2.55015 -0.53800 0.36835 0.114 0.165 -0.041
C -2.83377 -0.37600 3.49306 -0.047 -0.240 0.855
H 3.80766 -1.30020 -4.74194 -0.183 0.186 -0.070
C 3.24856 -0.57593 -5.34753 0.070 0.055 0.088
C -0.09462 2.37774 4.29990 -0.876 -3.252 -4.272
H 1.07582 -0.62212 -1.22013 -0.215 -0.026 -0.089
Ti -0.30490 -0.46722 2.95282 1.119 0.551 1.690
H -1.88439 -0.45714 -1.84717 -0.208 -0.340 -0.077
H -1.19991 4.11317 0.13164 -0.216 0.896 0.247
H -3.62642 -0.01822 2.82978 0.528 -0.073 0.132
H 3.17437 -0.92265 -6.37350 0.054 0.007 -0.082
H -0.95315 1.63132 -3.66543 0.305 0.088 0.118
H 1.60692 -0.37830 5.48326 -0.197 -0.011 -0.351
C -1.18702 3.04985 0.40392 0.126 -0.101 0.075
H -2.52246 -2.51465 2.82102 0.312 0.440 0.006
C 0.17831 -0.80106 -1.82937 0.401 -0.184 0.439
C 2.05578 -0.24439 2.15117 0.544 -0.386 0.746
H 0.09302 -1.87704 -2.03173 0.141 0.188 0.139
H 1.43575 3.40653 -0.97542 0.763 0.515 -0.135
C -0.92110 1.38311 -1.47719 -0.041 0.281 0.531
C 1.64857 -0.55941 4.41139 0.685 -0.158 -0.612
C 1.13307 2.48553 -0.44599 0.095 0.228 0.058
C -1.33832 -1.77497 4.58047 -1.358 0.318 0.003
H -0.85603 -2.68795 4.91392 0.052 0.314 -0.166
H 1.66369 -2.38996 1.58793 -0.379 0.377 0.186
H -2.23411 2.70668 0.39018 0.255 0.016 -0.001
H -1.67214 -1.97027 -0.12615 -0.015 -0.116 -0.152
O 2.71893 0.22518 -2.91010 -0.992 -0.473 -1.403
H -1.96163 1.72609 -1.62867 -0.139 -0.303 -0.028
H 1.20069 -2.76395 4.20585 -0.120 0.278 -0.087
C -1.04792 -0.21308 -1.16663 -0.432 0.076 -0.688
H -0.37748 -2.31568 -6.31510 -0.087 -0.027 -0.010
H 1.73136 1.66597 -0.87140 -0.081 0.151 0.152
O 1.89597 -0.45995 -4.89873 0.760 -0.102 -0.310
H -2.66655 1.28925 4.97790 0.439 -0.220 -0.308
C 2.07968 0.38210 3.43249 0.344 -0.990 -0.394
H 0.60156 2.13517 -2.95581 -0.298 -0.093 0.340
C -1.37628 -0.52333 5.28095 -0.607 -0.380 -0.441
C 1.64341 -1.60381 2.34255 0.942 0.270 0.826



No. 3
118
Properties=species:S:1:pos:R:3:forces:R:3 method="wB97M-V/def2-TZVPD" fmax_ha_per_bohr=0.0361 lumo_energy_ev=0.125 e_homo_ev=-9.9 charge=0 e_tot_ev=-736871.5097 spin_multiplicity=1 homo_lumo_gap_ev=10.05
O 3.17479 5.05601 -0.81846 -0.195 -0.290 0.418
H -0.49266 4.55595 -3.86631 -0.146 0.459 -0.203
H 0.00921 5.02776 3.46520 0.067 0.339 0.282
H 0.22774 4.35218 -1.82299 0.176 0.173 0.640
Cl -3.92769 6.30079 8.86699 -0.051 -0.249 0.227
Cl -0.86496 5.37512 5.91562 -0.076 0.046 0.184
Cl 7.43173 -0.80469 -1.74930 -0.192 0.031 -0.034
H -5.77691 5.02307 9.51916 -0.041 -0.043 0.060
Cl -0.65575 -2.72795 -0.18515 -0.127 0.056 0.019
C -3.91758 -3.43858 -7.05318 -0.122 0.121 -0.097
C -5.17051 -9.28291 3.69352 -0.207 -0.083 -0.113
Cl -0.68550 8.68761 -0.21195 -0.117 0.236 -0.047
Cl 4.60493 2.58897 -6.27329 -0.046 -0.154 0.006
Cl 1.93088 -2.34193 1.04912 0.020 0.026 0.010
Cl -2.81569 -0.97666 5.27815 -0.028 -0.024 0.036
H -5.61464 9.12148 6.01751 -0.070 -0.026 -0.010
Cl 1.67227 9.02725 -1.87094 -0.038 0.012 0.032
B 2.26115 3.87324 1.38262 0.088 -0.804 0.791
Cl 1.98302 3.70858 -6.71158 0.167 0.173 -0.171
H -4.91267 2.53359 -6.30812 -0.059 -0.012 -0.055
H 0.69449 -0.80830 -0.21474 -0.035 0.062 -0.038
Cl -2.86025 -12.54086 1.27841 -0.007 -0.157 -0.011
Cl 3.35598 -3.58294 3.87537 -0.024 0.059 0.169
H 8.17585 1.40551 -1.68193 0.012 0.054 0.053
H -2.68903 4.05534 6.55304 -0.025 0.005 0.069
C -2.09926 4.13774 5.65391 0.164 -0.039 -0.236
H 1.15369 6.37071 1.62616 0.566 -0.079 -0.023
O -0.08082 5.52387 0.17929 0.690 -1.716 0.162
Cl 0.28270 -8.69883 1.68539 0.035 0.367 -0.059
Cl -6.71538 -10.53735 -0.48974 0.047 -0.016 -0.005
Cl -4.56661 -10.51671 -2.43731 0.047 -0.027 0.030
H 2.91976 1.79841 -7.69306 0.024 0.002 -0.119
H 9.43589 -3.36020 0.47231 -0.170 -0.054 -0.025
C 4.44212 -4.84161 3.29634 -0.144 -0.048 -0.203
Cl -3.17474 4.59993 4.33224 -0.053 0.004 0.073
Cl -1.15442 -1.13262 7.65271 -0.040 -0.014 0.010
Cl -4.03950 2.84711 -4.16298 0.017 -0.001 -0.058
C 10.44489 -3.04588 0.67975 0.265 0.078 0.067
H 0.53775 2.64422 1.88955 -0.286 -0.278 -0.359
H -3.28149 -4.06783 -6.44891 0.048 -0.062 0.032
H -0.56390 -4.69652 -1.95016 0.062 0.062 -0.020
Cl 10.71352 -1.49745 -0.11460 0.017 0.018 -0.025
Cl -0.13692 -11.80640 1.92393 -0.168 -0.615 0.266
H -4.42278 -10.83348 -0.12474 0.046 -0.032 0.091
Cl -1.50173 -6.82878 -2.11335 -0.246 0.129 -0.071
Cl -4.45964 3.50624 8.31370 -0.122 0.034 0.116
C 0.92839 -9.46858 0.23300 0.191 0.335 -0.044
H 2.60866 3.43514 -3.03981 0.007 0.163 -0.501
H -3.40235 -1.73408 7.41188 -0.052 -0.045 0.038
Cl 9.59925 0.39209 -3.23898 0.072 0.048 0.026
C -1.64989 -12.44615 2.56382 0.175 -0.248 -0.249
C 8.03543 0.68354 -2.47223 0.083 -0.040 -0.186
Cl 10.62704 -2.89023 2.42935 -0.049 -0.019 -0.008
Cl -3.55995 -9.77705 3.15209 -0.036 0.295 0.034
C 0.00587 4.70396 2.44019 0.434 -0.701 -0.674
H 1.37638 3.27351 3.24170 0.176 -0.103 0.285
Cl -3.41764 4.31212 -6.59783 -0.209 0.020 0.163
H 0.66692 10.58463 -0.44376 -0.059 0.066 0.004
Cl -4.00016 10.73779 5.51960 -0.035 0.003 -0.034
Cl -3.66179 -1.76107 -6.56692 0.004 -0.096 0.012
C -3.93084 2.76149 -5.92148 0.201 0.013 0.114
Cl -3.47455 -3.67155 -8.74575 0.026 -0.019 0.031
C -0.21012 3.31212 -10.05548 0.092 0.175 0.050
C 0.50619 3.45056 -2.33511 0.521 -0.507 -1.118
Cl -0.50288 2.14373 -1.59096 -0.163 0.620 0.162
H 0.17508 -10.13205 -0.16432 -0.061 -0.062 -0.009
O 2.60053 3.04793 0.31572 -0.773 0.633 -0.032
H -0.63550 2.85800 -4.02997 -0.110 -0.496 -0.591
Cl 1.67054 -2.18376 -1.83636 -0.052 -0.018 0.012
C 0.20336 5.87213 1.51921 -1.172 0.860 0.580
Cl 5.18516 -4.34590 1.77572 0.097 -0.012 -0.019
H -0.27826 6.31820 -0.27952 -0.174 1.075 -0.734
H 0.88713 3.67281 -4.51255 0.078 -0.155 0.057
H 5.22148 -4.98583 4.02957 0.056 0.000 0.041
Cl -0.95256 4.03810 -8.62994 0.185 -0.164 -0.190
C -5.18338 5.08884 8.61978 0.136 0.179 -0.148
Cl -5.59257 -3.91989 -6.77610 0.039 -0.016 0.026
C 0.88763 -1.87064 -0.28607 0.149 -0.034 -0.071
Cl -1.69200 -4.62450 -3.99898 0.000 0.074 0.042
Cl 0.14597 4.54043 -11.27124 -0.007 -0.039 0.006
H -5.05515 -8.54349 4.47153 0.063 0.028 0.068
H 4.42937 6.30746 0.49631 0.085 0.098 -0.047
B 2.62889 3.78999 -0.83739 0.166 -0.722 -0.762
Cl 3.57836 -6.36618 3.09483 0.020 -0.018 0.026
H -0.92458 2.62012 -10.47502 -0.009 -0.081 -0.046
H -0.53479 6.61714 1.80047 -0.195 0.304 0.325
Cl -1.40728 -14.02543 3.31019 -0.024 0.061 -0.012
Cl 2.19668 1.06236 -5.60234 0.113 -0.092 0.052
C 2.92646 2.22228 -6.70187 0.029 0.185 0.267
Cl -3.48796 0.59418 7.62595 -0.050 -0.184 0.030
Cl -3.61825 7.89952 5.99263 -0.055 0.241 -0.142
B 3.60902 5.45498 0.43140 0.676 1.093 0.196
C -4.61097 9.31397 6.36599 0.219 -0.014 -0.022
C 0.06883 3.63706 -3.81066 -0.134 -0.035 1.087
C 2.04626 3.14500 -2.17132 -0.722 -0.723 1.277
Cl -6.24603 5.54999 7.28760 -0.019 -0.026 0.041
H -2.00856 -11.76941 3.31968 -0.092 0.057 0.136
Cl 1.89415 9.22906 1.01442 -0.039 0.027 -0.022
C -5.00610 -10.18553 -0.76017 -0.114 0.147 -0.154
C 0.86329 9.52465 -0.38570 0.203 -0.193 -0.028
H -0.97518 4.30938 2.23334 -0.518 -0.052 0.022
Cl -6.04395 -10.66197 4.36354 0.030 0.031 0.011
C -2.79588 -0.92179 7.04117 0.183 0.137 -0.131
Cl -2.82583 1.47620 -6.41804 -0.011 0.088 0.013
Cl -4.68231 9.62047 8.10278 -0.025 -0.004 -0.038
Cl 2.36063 -10.43046 0.62512 0.038 0.068 -0.072
Cl 11.54518 -4.27175 0.04697 -0.041 -0.013 -0.007
C 1.00610 3.54119 2.25421 0.657 0.401 0.355
Cl -6.06783 -8.55166 2.36651 -0.179 -0.015 0.617
Cl 1.25724 2.39718 -9.65910 -0.245 -0.033 -0.244
Cl 6.90237 1.36656 -3.64278 -0.055 -0.108 0.144
Cl -4.62296 -8.51591 -0.33487 0.274 -0.034 -0.524
Cl 2.29999 1.34737 -1.97845 0.535 0.342 -0.595
C -0.69803 -5.39913 -2.76030 0.023 -0.203 -0.068
Cl 0.88940 -5.81857 -3.41183 -0.027 0.069 0.020
Cl 1.29601 -8.25786 -0.99194 0.188 -0.161 0.089
O 3.10878 4.95478 1.60760 -0.442 -0.231 -0.788
Cl -1.35320 2.57022 5.33410 -0.001 0.060 -0.008